[1]
DFT (wB97M-V/def2-TZVPD) results for a 3-piece molecular cluster, C2H13N2O2 overall.

Calculated values
- charge = +1
- HOMO (eV) = -12.51

Last column: Mulliken charge in e.
CARTESIAN COORDINATES (ANGSTROEM)
N 0.6676 0.6099 0.4742  -0.205
C 0.1939 0.3475 -0.9285  -0.476
C -0.7501 -0.8819 -0.9981  -0.466
N -1.5510 -0.8308 -2.1646  -0.445
H 1.0303 -0.2367 0.9353  0.293
H -0.0472 1.1865 0.9883  0.337
H 1.4603 1.2513 0.4263  0.379
H 1.0600 0.2156 -1.5709  0.306
H -0.4113 1.1954 -1.2359  0.337
H -1.3606 -0.8335 -0.0836  0.300
H -0.2024 -1.8219 -0.9863  0.356
H -2.4151 -0.3194 -2.2239  0.169
H -1.4573 -1.4796 -2.9204  0.180
H 3.0198 -1.9414 0.6922  0.326
H 1.9914 -2.2235 1.7643  0.328
O 2.3818 -1.4983 1.2608  -0.685
H -1.7325 1.9648 2.5662  0.313
H -0.9449 3.1244 1.9346  0.315
O -0.9329 2.1716 2.0698  -0.662

***

[2]
DFT (wB97M-V/def2-TZVPD) results for C6H7F4N3O in the gas phase.

Calculated values
- charge = 0
- spin multiplicity = 3
- HOMO (alpha / beta) (eV) = -6.36 / -10.16

Last column: Mulliken charge in e.
CARTESIAN COORDINATES (ANGSTROEM)
C 1.1824 0.7780 0.0007  -0.123
C 1.2633 -1.8138 -0.0587  0.333
C -0.7205 -0.4278 -0.8514  -0.311
C 0.8258 -0.6217 -0.8382  1.145
C -2.3535 1.2755 0.0667  -0.829
C 2.4707 1.2050 0.5137  0.227
N 0.0865 1.4218 0.2709  -0.935
N -0.9480 0.8911 -0.3197  0.630
N 2.4824 -2.3217 -0.2304  -0.315
O 0.4224 -2.3113 0.6678  -0.682
F -1.0939 -0.5379 -2.2044  -0.331
F 1.4765 -0.6787 -2.0147  -0.369
F 3.2496 0.1935 0.8280  -0.251
F 3.3250 1.9228 -0.4659  -0.323
H -1.1436 -1.2937 -0.2414  0.454
H -2.4519 1.3604 1.1607  0.326
H -2.7332 2.2951 -0.3824  0.256
H -2.9891 0.4013 -0.2511  0.348
H 2.2599 1.8597 1.4292  0.277
H 3.1874 -1.8161 -0.7862  0.230
H 2.8216 -3.1117 0.2555  0.242

***

Calculated strongest force on any atom (eV/A), listed in the same order as above: 1.22, 7.41